The following is a DFT calculation (ωB97M-V/def2-TZVPD) of one molecule with the formula C5H11NO in a non-equilibrium geometry.

Last column: natural (NBO) charge in e.
Cartesian coordinates (Å):
C -0.8048 2.2721 -0.3505  -0.627
C -0.1956 1.2508 0.6312  -0.389
C -0.7992 -0.1596 0.6240  -0.500
C -0.5571 -0.8378 -0.7093  0.680
N 0.4404 -1.7744 -0.7261  -0.644
C 1.5632 -1.9117 0.2041  -0.418
O -1.0507 -0.3908 -1.7320  -0.612
H -0.0807 2.6377 -1.0791  0.215
H -1.7057 1.8632 -0.8561  0.233
H -1.1905 3.2153 0.1299  0.204
H -0.2404 1.6394 1.6667  0.208
H 0.8646 1.1119 0.3739  0.191
H -0.2553 -0.7752 1.3453  0.206
H -1.8949 -0.0932 0.7527  0.236
H 0.4466 -2.4023 -1.5345  0.399
H 1.1767 -2.4162 1.1008  0.197
H 2.4421 -2.3575 -0.2697  0.221
H 1.8413 -0.8717 0.4289  0.199

Cartesian forces, eV/Å:
C -1.3 0.8 0.3
C 0.4 0.4 0.2
C -0.2 -0.2 -0.5
C 1.1 1.7 -0.3
N 0.1 -1.6 -1.3
C -1.2 1.2 0.2
O -0.6 -1.0 0.0
H -0.1 -0.4 -0.2
H 0.8 0.1 0.0
H 0.5 -1.0 0.0
H 0.1 -0.2 -0.5
H -0.1 0.3 0.2
H -0.8 0.3 0.5
H 0.5 -0.3 0.3
H 0.0 0.8 0.3
H 0.9 -0.1 0.0
H -0.5 -0.3 0.1
H 0.3 -0.5 0.5

## Properties
SMILES: CCCC(=O)NC
Calculated total energy, a.u.: -327.095806
Spin multiplicity: 1
Gap between HOMO and LUMO, hartree: 0.3769
Energy relative to the best compared isomer or geometry (same formula, charge and spin), kcal per mole: 22.30
HOMO, eV: -9.37